[1]
C46H53N7O4PPbS | ωB97M-V with the def2-TZVPD basis set

Cartesian coordinates (Å):
H 0.989 0.143 -5.393
H 0.219 5.503 -0.657
N 1.155 -2.837 3.116
H 6.618 -3.033 -1.734
C -2.902 -3.404 2.360
C 3.624 -2.364 -3.173
S -1.745 0.823 -2.976
C -3.631 0.001 5.455
C -2.714 -0.538 -3.372
C -2.878 0.007 -5.795
H 1.693 -3.875 1.389
C -3.928 -2.804 3.072
H -6.060 -2.084 6.152
C 0.367 -0.549 3.213
C -1.746 -0.303 6.967
C 0.834 -1.738 2.387
H 2.642 -4.294 2.822
H -3.754 -1.591 -4.726
H 3.536 -0.356 -0.432
N -2.905 -1.632 0.774
H 0.976 -4.884 2.664
C 3.152 -1.410 -2.277
H 1.170 -0.242 3.890
C 5.165 -1.643 -0.973
H -4.845 -2.352 -3.071
H 1.273 -3.864 4.914
C 1.975 3.561 -2.832
H 3.556 3.985 0.405
H -0.532 0.318 8.647
H -0.468 -0.895 3.825
H 4.101 2.658 -5.345
H -3.998 -2.845 7.237
C 1.644 -4.044 2.457
H -0.088 2.535 2.282
H 5.240 -3.684 -3.679
H -2.484 -4.346 2.699
H -1.573 -3.212 0.667
C -3.872 -2.604 -2.641
N -5.481 -1.647 5.456
C -2.344 -1.486 7.402
O -7.433 -1.232 4.373
H 0.364 -0.540 7.402
H 1.797 5.703 -2.538
H -1.996 1.366 5.649
C 0.200 3.326 -0.694
H 2.521 5.051 2.553
C -0.377 -3.391 -4.612
N -3.158 -0.791 -4.603
C 1.920 1.839 1.951
H -6.080 -0.361 2.602
H 3.027 -2.655 -4.028
C -0.444 0.179 7.566
C 3.922 -1.059 -1.164
C 1.838 4.208 2.594
H 0.379 -3.081 -2.626
H -2.789 -1.177 -1.479
H 0.704 1.920 3.723
H 0.098 -2.561 4.939
H -0.138 1.135 7.134
C 0.267 -2.659 -3.623
C -3.900 -1.064 1.453
C 3.740 3.303 1.239
N 2.497 3.061 1.966
H -0.755 -4.383 -4.393
C 0.782 -1.389 -3.901
H 4.483 3.746 1.905
H -4.332 -3.285 3.952
C 1.085 -2.848 4.576
H -4.141 0.616 4.725
C 1.556 2.277 -2.386
H -2.003 0.622 -5.615
C 5.644 -2.581 -1.883
C -0.524 -2.853 -5.887
H 3.401 0.404 -4.577
C -2.410 -2.792 1.221
P 1.580 -0.526 -2.521
H 4.122 2.365 0.852
C 0.570 1.751 2.650
C -6.221 -1.262 4.360
H -0.511 3.282 0.133
C 3.389 2.563 -4.533
C -2.413 0.421 5.986
H 5.758 -1.375 -0.106
C 4.873 -2.944 -2.976
H 1.604 4.026 3.644
C 2.078 1.137 -3.077
H 3.196 4.664 -4.233
H -1.860 -2.077 8.176
O 2.396 0.835 1.438
H -4.270 -0.108 1.078
C 0.618 -0.851 -5.173
H -2.681 -0.663 -6.631
H -3.717 0.655 -6.044
Pb -0.296 0.123 -0.587
C 1.476 4.726 -2.183
H -3.364 -3.324 -3.288
C 2.978 1.283 -4.101
C 2.889 3.672 -3.913
C -4.209 -1.180 5.900
O -0.077 0.525 2.412
N -5.500 -0.895 3.227
N -3.057 -1.421 -2.423
C 0.647 2.169 -1.270
O 0.857 -1.706 1.167
H -1.014 -3.426 -6.666
H 0.926 4.498 2.072
H 1.835 -2.200 5.035
C -4.447 -1.601 2.615
H -0.145 -1.161 -7.155
H -4.047 -3.079 -1.681
C -3.550 -1.923 6.876
C -0.031 -1.584 -6.162
C 0.607 4.614 -1.143

Values from the calculation:
Largest force on an atom in hartree/bohr: 0.0106
Frontier orbital gap in eV: 8.4
Net charge: +1
E_HOMO in eV: -9.95

=====

[2]
C46H54As2N7O4SSi2TeTi | ωB97M-V with the def2-TZVPD basis set

Cartesian coordinates (Å):
Si -4.670 0.334 -2.992
H 5.890 -4.666 2.008
C 3.693 0.823 -0.419
C -3.620 1.249 -4.295
H -5.279 5.241 0.500
C 2.170 -0.197 3.553
O -5.035 0.582 4.726
C 3.494 0.493 -5.431
H -1.665 3.578 1.497
H -1.231 -1.060 -5.334
H -5.033 3.511 0.597
H 1.526 -2.623 -2.862
Si -3.004 4.641 -0.351
C -5.530 0.243 3.660
C -4.240 -1.534 -2.934
C 2.490 -2.905 -2.443
H 3.483 -1.197 -4.115
C 2.382 -1.025 4.656
C 1.195 1.441 5.037
C 4.587 -2.969 1.958
H -5.078 -2.104 -2.544
C -4.870 4.386 -0.029
N -0.751 -2.058 -1.104
C -4.488 -0.436 2.671
C 1.249 4.675 1.679
H 7.689 -3.456 3.183
C -4.044 -1.949 0.883
N 1.022 5.171 2.690
C 6.588 -1.622 3.299
H -5.993 -1.637 1.748
H 5.259 0.058 3.283
H -7.148 0.087 -2.683
C 3.207 1.838 -5.581
Te -2.569 1.479 -0.294
H 4.687 -5.475 -2.395
H -4.358 -2.686 0.150
H -2.573 1.290 -4.017
C 2.785 4.364 -0.176
H -1.323 5.302 1.432
H 2.467 -4.875 -3.284
H 7.365 -1.099 3.836
C 4.970 -3.583 -1.437
C 3.237 -0.146 -4.230
N -1.018 -2.408 -2.433
C 4.400 -1.631 2.294
H -2.895 3.146 -2.423
H 2.519 1.618 1.193
C 6.767 -2.949 2.941
H -5.038 1.906 -1.098
C 5.409 -0.971 2.981
C 2.382 1.905 -3.335
H 3.792 -3.496 1.436
H 3.742 1.828 -0.865
H 2.433 3.598 -4.634
C 0.921 2.982 -0.032
C -6.512 0.535 -3.439
H 1.930 2.462 -2.521
H -1.580 -2.703 -4.905
C -0.926 -0.307 1.532
H -3.238 6.383 -2.156
H 4.682 0.362 -0.555
C 4.434 -2.331 -1.176
H -4.921 0.266 -0.527
H -3.689 0.769 -5.266
N 3.755 4.579 -0.756
H -6.755 0.072 -4.390
C -0.984 -1.444 -3.374
H 5.002 -1.634 -0.573
As 2.320 -0.220 -1.384
C 1.564 1.035 3.765
H -3.996 -1.938 -3.912
C 3.189 -1.972 -1.675
C 1.426 0.616 6.124
O -6.656 0.304 3.178
C -2.320 -0.689 1.715
H -3.034 7.132 -0.588
C -2.110 4.562 1.334
H 3.929 -0.063 -6.250
H 2.846 -1.996 4.506
H 4.193 1.283 1.648
H -1.601 -2.056 -0.481
H 5.941 -3.837 -1.042
Ti -0.029 0.257 -0.227
H 2.207 -1.273 6.770
C -2.700 6.316 -1.217
H -1.292 3.391 -1.734
C 2.684 0.555 -3.164
H -1.412 -3.324 -2.643
As 2.671 -0.821 1.758
O -0.050 -1.142 1.089
C 2.021 -0.620 5.929
C 3.020 -4.158 -2.696
C 4.266 -4.500 -2.197
C -2.344 3.256 -1.498
N -1.239 -1.791 -4.645
S -0.587 0.134 -2.990
H -0.075 -2.711 -0.695
H 1.137 0.932 7.118
C -4.945 -1.388 1.766
C -4.475 0.985 -1.215
H -2.810 4.736 2.148
C -3.142 -0.115 2.684
C 1.590 4.035 0.482
H -3.399 -1.698 -2.269
H 1.352 1.702 2.936
H -5.444 4.267 -0.944
H -2.745 0.571 3.419
H 3.413 2.333 -6.516
H -3.966 2.270 -4.420
H 0.734 2.409 5.176
O -0.545 0.921 1.541
N 0.498 2.050 -0.629
N -2.767 -1.591 0.813
C 5.762 -3.626 2.275
C 3.344 0.909 1.062
H -6.784 1.583 -3.508
C 2.651 2.547 -4.528
H -1.648 6.476 -1.428

Values from the calculation:
Largest force on an atom in hartree/bohr: 0.0972
Frontier orbital gap (spin up / spin down) in eV: 6.7 / 6.1
<S²>: 0.759
2S+1: 2
Net charge: 0
E_HOMO (spin up / spin down) in eV: -7.68 / -7.68

=====

[3]
C46H54BN7PS6W | ωB97M-V with the def2-TZVPD basis set

Cartesian coordinates (Å):
C -2.508 -4.873 -0.883
H -4.530 -4.107 0.832
H 0.360 -4.972 3.531
C -0.780 3.891 -3.391
H 0.577 -5.315 -4.335
H -5.810 -3.938 -0.381
S -1.823 4.889 -3.877
N -2.153 -0.829 -1.061
C 2.486 8.051 0.391
H 3.914 1.112 -2.578
H 2.556 -3.295 -5.475
C 4.414 1.877 3.417
C 0.207 4.447 4.260
H 2.133 4.444 -0.972
C 2.114 2.118 2.760
S -2.707 1.731 -1.498
H 1.102 1.740 2.717
H 3.209 6.199 -2.360
H -4.362 -5.630 -2.651
H 0.460 -4.576 -0.236
N 0.079 -1.680 -2.544
C -5.506 0.583 -1.966
H -1.451 -2.941 -3.903
H -6.466 0.082 -2.054
C 1.548 -0.156 -1.568
C 2.404 3.389 2.259
C -0.587 -1.010 3.112
H -1.120 -3.989 -5.293
H 1.529 7.318 2.169
H 2.911 0.379 3.725
H 5.197 1.293 3.883
C 1.514 -3.032 -5.661
H 3.914 4.890 1.956
N 0.233 -2.093 0.700
C 4.702 3.140 2.922
C -4.858 -4.422 -0.160
C 2.613 -0.571 -2.381
H 0.814 -6.118 2.276
C 3.960 0.064 -2.270
S -1.627 1.182 1.802
H 0.943 3.674 4.432
H -5.032 -5.498 -0.133
H 2.022 -3.746 -0.267
C -0.592 4.897 5.298
C -0.855 6.049 2.775
H 5.706 3.536 2.993
H 0.435 -4.555 -2.744
H -2.144 -0.456 4.463
S 0.321 2.858 -2.908
C 0.485 -2.745 1.816
H -5.566 1.332 -1.174
H -5.616 -2.141 -1.732
C 3.697 3.902 2.345
H 4.687 -0.448 -2.895
H -3.642 -4.205 -3.406
H 3.083 -4.895 2.423
C 1.015 -2.076 -3.390
P 1.099 4.451 1.650
H -2.250 -4.750 0.170
H 2.010 -4.646 -3.547
C -0.829 -3.070 -4.785
H 2.597 9.056 0.774
H 3.081 -1.878 -3.993
H 1.473 -2.023 -6.078
C 2.316 -1.544 -3.306
H 0.289 -2.746 3.973
H 1.137 -3.722 -6.414
C -0.813 -0.370 1.879
C 0.654 -3.152 -4.400
H 3.219 -3.218 1.879
N 0.167 3.516 0.610
S 1.703 1.206 -0.476
N -0.407 -0.939 0.742
H -1.675 -4.526 -1.491
H -2.116 6.278 5.902
S -1.365 4.137 0.091
C -1.641 6.491 3.824
H -0.488 4.458 6.281
C -1.509 5.918 5.083
C 1.219 -4.069 1.726
H -5.301 1.116 -2.897
C 1.760 5.785 0.670
H -1.009 -2.233 -5.464
C -3.552 -2.617 -1.265
H -0.630 -0.912 5.249
C 3.124 1.365 3.331
C -4.418 -0.395 -1.667
H -0.794 0.663 4.436
H 1.932 -5.443 0.230
C 1.888 7.077 1.176
C -4.621 -1.746 -1.582
H 2.486 -3.593 3.451
H 4.310 0.051 -1.236
H -0.951 6.505 1.796
C 2.950 7.733 -0.878
C 2.584 -3.926 2.416
C 0.379 -5.134 2.453
C 1.421 -4.482 0.268
C 0.070 5.025 2.996
C 2.233 5.459 -0.604
C -1.055 -0.396 4.391
H -2.656 -5.936 -1.071
H -5.305 -4.153 -2.807
H -2.351 7.291 3.661
B -0.748 -0.243 -0.657
C 2.829 6.440 -1.376
N 0.355 -0.747 -1.659
C -3.789 -4.112 -1.221
H -0.648 -5.148 2.082
W -0.629 1.949 -0.280
C 0.073 -2.213 3.055
H 3.412 8.501 -1.485
C -4.306 -4.543 -2.609
C 0.940 -4.501 -3.707
C -3.101 0.042 -1.410
N -2.360 -2.138 -0.992

Values from the calculation:
Largest force on an atom in hartree/bohr: 0.0427
Frontier orbital gap in eV: 6.0
Net charge: +3
E_HOMO in eV: -15.78

=====

[4]
C46H54CuN8O4P | ωB97M-V with the def2-TZVPD basis set

Cartesian coordinates (Å):
C 3.999 3.778 -0.821
C 2.808 -1.635 2.887
C 1.303 -0.699 -2.802
C 1.198 -4.446 0.221
H -1.555 3.187 -3.295
C 1.240 -4.835 1.555
C 3.421 0.571 3.077
H -1.248 1.594 -7.306
H 0.820 -5.116 -0.563
C 3.647 -0.846 5.016
O 0.717 2.261 -0.519
C 0.730 -6.169 1.995
H -0.938 -3.337 1.774
O 0.442 -6.290 3.189
H 3.024 -2.899 4.633
O 2.733 1.370 -0.005
C 1.460 1.445 -7.477
H 1.499 0.376 -2.866
C 0.969 -3.401 -2.606
H -5.761 -0.262 -0.304
N 2.975 -0.421 2.321
H -1.165 -2.539 5.744
H -1.279 2.998 1.851
N 2.157 -2.303 0.704
C 0.645 1.953 -6.289
C 2.747 3.344 -1.274
H -2.301 3.695 4.050
H 3.549 1.530 2.568
H -0.971 0.103 -1.206
C 0.701 -2.793 -3.828
H -3.937 1.979 4.726
H 3.135 1.386 -5.561
H -4.100 -1.284 1.228
C -1.792 -2.561 4.846
H 3.122 2.122 -3.942
N -2.404 -0.604 0.155
C 1.600 -3.161 -0.153
H -0.136 -1.916 3.611
P -1.405 -0.467 1.481
H -1.137 -0.585 4.187
C -2.960 1.661 4.351
H 1.978 0.497 -7.253
H 4.696 6.032 -3.266
H -2.649 2.289 -5.396
H -2.775 -2.163 5.130
C 2.191 3.885 -2.471
H -0.105 1.594 4.321
H 2.532 5.176 -4.178
H 0.088 1.850 1.808
C -3.109 1.265 2.855
C 2.918 4.818 -3.214
H 4.412 3.356 0.102
H 3.323 3.149 -5.377
C -4.716 0.048 -0.403
H -0.942 -4.446 4.162
H 0.357 -3.374 -4.685
C -1.172 -1.615 3.822
H -5.056 -0.319 -2.522
C 4.683 4.746 -1.556
H 0.694 -0.876 -4.871
C 1.278 2.407 -5.103
H 5.647 5.123 -1.213
C -0.757 1.928 -6.369
C 0.449 2.930 -4.042
H -3.923 -1.964 -0.399
H -2.126 1.343 -0.724
Cu 1.803 -0.322 0.401
H 1.853 -4.160 3.521
C 1.971 2.247 -0.527
C -2.031 0.274 -0.987
N 0.093 -0.584 1.202
C 1.769 -3.915 2.454
H 4.157 1.279 4.981
C 1.384 -2.608 -1.512
C -2.919 -0.022 -2.216
C 3.785 0.418 4.419
H -2.479 -4.633 5.019
N -1.968 -1.653 2.534
H -1.771 2.996 5.578
C -1.975 -3.027 1.951
C -0.585 2.443 3.834
H -3.773 0.393 2.763
H 2.239 2.169 -7.773
H 0.869 -4.486 -2.480
H -2.784 -1.080 -2.532
C 3.158 -1.884 4.233
H -2.571 -5.002 2.512
C -0.828 2.112 2.343
C -1.554 2.335 -5.298
C -2.631 -4.002 2.935
N 0.930 3.414 -2.837
O 0.665 -7.020 1.104
C -3.805 -1.047 0.193
H -4.607 1.350 -2.155
C 4.131 5.273 -2.718
H 0.794 1.281 -8.328
C -1.923 2.780 4.516
C 2.803 2.258 -4.984
C -0.971 2.830 -4.148
H 3.923 -1.013 6.067
H 0.383 3.154 -1.999
C -1.934 -4.001 4.308
H -4.597 0.977 0.189
H -2.521 -3.013 0.999
H 0.085 3.309 3.920
N -1.794 0.988 2.222
H -2.659 0.791 4.939
C -4.399 0.295 -1.899
C 2.229 -2.678 1.988
C 0.880 -1.406 -3.927
H -3.561 2.127 2.333
H -2.571 0.610 -3.044
N 1.541 -1.260 -1.616
H -3.698 -3.746 3.010

Values from the calculation:
Largest force on an atom in hartree/bohr: 0.0417
Frontier orbital gap (spin up / spin down) in eV: 6.7 / 6.2
<S²>: 0.754
2S+1: 2
Net charge: -1
E_HOMO (spin up / spin down) in eV: -4.68 / -4.59